# 1
{
  "formula": "C5H14",
  "method": "ωB97M-V/def2-TZVPD",
  "e_lumo_ev": 1.111,
  "smiles": "CCC.CC",
  "relative_energy_kj_mol": 85.6,
  "homo_lumo_gap_ha": 0.4422,
  "charge": 0,
  "largest_force_ha_per_bohr": 0.0585,
  "symbols": ["C", "C", "H", "H", "H", "H", "H", "H", "C", "C", "C", "H", "H", "H", "H", "H", "H", "H", "H"],
  "coordinates": [[2.25365, -1.47846, 0.95298], [1.44518, -2.79200, 0.96338], [2.71319, -1.32482, 1.93782], [3.07905, -1.58494, 0.25064], [1.56707, -0.63345, 0.90744], [1.38255, -3.27700, -0.02936], [0.41179, -2.62097, 1.26634], [1.96254, -3.49937, 1.60515], [-1.09330, 0.89872, -0.67335], [-0.22314, 2.09633, -0.31386], [-2.47612, 1.35068, -1.05198], [-0.67320, 0.33172, -1.52451], [-1.04325, 0.18794, 0.14887], [-0.42108, 2.63612, 0.63271], [-0.41054, 3.03930, -0.83191], [-3.24516, 1.08828, -0.29765], [-2.63518, 2.41417, -1.14662], [0.85034, 1.87750, -0.47897], [-2.91211, 0.77420, -1.89330]]
}



# 2
{
  "formula": "C22H29N3O3",
  "method": "ωB97M-V/def2-TZVPD",
  "e_lumo_ev": 0.814,
  "smiles": "COC[C@@H](C)N1CCC(Oc2ccc(C(=O)NCc3ccccn3)cc2)CC1",
  "relative_energy_kj_mol": 166.8,
  "homo_lumo_gap_ha": 0.3331,
  "charge": 0,
  "largest_force_ha_per_bohr": 0.0091,
  "symbols": ["C", "O", "C", "C", "N", "C", "C", "C", "C", "C", "H", "H", "H", "H", "O", "C", "C", "C", "C", "C", "C", "H", "H", "C", "O", "N", "H", "C", "C", "N", "C", "C", "C", "C", "H", "H", "H", "H", "H", "H", "H", "H", "H", "H", "H", "H", "H", "C", "H", "H", "H", "H", "H", "H", "H", "H", "H"],
  "coordinates": [[7.23474, -2.00830, -2.55366], [7.46099, -1.32452, -1.35046], [6.32171, -0.63570, -0.88608], [6.70316, 0.08747, 0.42126], [5.61255, 0.64445, 1.19376], [4.96788, -0.19261, 2.17669], [3.75105, -0.96970, 1.65430], [2.74380, 0.00728, 1.05143], [3.43145, 0.83954, -0.03322], [4.67559, 1.53212, 0.54657], [5.18867, 2.08262, -0.24106], [4.34211, 2.25793, 1.30011], [3.70575, 0.17440, -0.85251], [2.74706, 1.59202, -0.42893], [1.67724, -0.76692, 0.52024], [0.48314, -0.19187, 0.23409], [0.13077, 1.13220, 0.48270], [-1.13237, 1.58065, 0.14934], [-2.07669, 0.73714, -0.42508], [-1.71802, -0.58561, -0.68079], [-0.45928, -1.03959, -0.35727], [-0.16883, -2.05975, -0.55476], [-2.40994, -1.26258, -1.15935], [-3.40660, 1.31370, -0.76031], [-3.58325, 2.51200, -0.90224], [-4.40784, 0.41526, -0.92174], [-4.31826, -0.53466, -0.59056], [-5.77045, 0.83867, -1.11766], [-6.72451, -0.03223, -0.34802], [-6.22350, -1.13918, 0.18416], [-7.02828, -1.94459, 0.85663], [-8.37805, -1.69529, 1.03478], [-8.90679, -0.53994, 0.47638], [-8.06988, 0.30681, -0.22731], [-8.44148, 1.21566, -0.67506], [-9.95492, -0.30429, 0.59091], [-8.99682, -2.38069, 1.59197], [-6.55948, -2.82935, 1.26783], [-6.03098, 0.79266, -2.18576], [-5.85454, 1.88665, -0.80692], [-1.40941, 2.60843, 0.33032], [0.82688, 1.82248, 0.93249], [2.37054, 0.66522, 1.84988], [4.04901, -1.68668, 0.88913], [3.28366, -1.52278, 2.46992], [5.70198, -0.88654, 2.58873], [4.63017, 0.46366, 2.98983], [7.74203, 1.17054, 0.12005], [8.60862, 0.71066, -0.34489], [8.04178, 1.65779, 1.04312], [7.34429, 1.92184, -0.55718], [7.18666, -0.66258, 1.05607], [5.50680, -1.35363, -0.70796], [5.98617, 0.08825, -1.64532], [6.44293, -2.76086, -2.44321], [6.94977, -1.31790, -3.35825], [8.16893, -2.50176, -2.81391]]
}



# 3
{
  "formula": "C12H28N4O8SZn",
  "method": "ωB97M-V/def2-TZVPD",
  "e_lumo_ev": -4.226,
  "relative_energy_kj_mol": 1040.5,
  "homo_lumo_gap_ha": 0.1472,
  "charge": 0,
  "largest_force_ha_per_bohr": 0.1309,
  "symbols": ["Zn", "S", "O", "O", "O", "O", "C", "C", "O", "N", "C", "H", "H", "H", "H", "H", "H", "H", "C", "C", "O", "N", "C", "H", "H", "H", "H", "H", "H", "H", "C", "C", "O", "N", "C", "H", "H", "H", "H", "H", "H", "H", "C", "C", "O", "N", "C", "H", "H", "H", "H", "H", "H", "H"],
  "coordinates": [[0.44510, 0.46465, -0.83923], [2.62256, 1.57437, -4.01426], [1.48581, 2.23578, -3.29639], [2.59339, 0.27005, -3.34008], [2.29181, 1.51442, -5.41219], [3.84551, 2.19898, -3.69339], [-2.48041, -2.24190, -4.98825], [-2.80296, -2.63129, -3.51217], [-2.29751, -1.85008, -2.69207], [-3.51604, -3.76894, -3.28089], [-3.86912, -4.13487, -1.95210], [-2.48910, -1.16904, -5.18064], [-3.24731, -2.64779, -5.64797], [-1.49607, -2.53901, -5.35002], [-3.84893, -4.41510, -3.98215], [-3.15483, -4.78565, -1.44774], [-4.85253, -4.53277, -1.70174], [-3.84799, -3.29944, -1.25231], [0.88283, -4.25530, 3.17016], [1.32374, -3.94755, 1.71984], [0.89474, -2.94044, 1.05209], [2.03266, -4.85219, 1.18924], [2.75948, -4.59118, -0.12348], [0.29416, -5.16316, 3.03840], [0.09688, -3.62546, 3.58690], [1.56888, -4.35957, 4.01074], [2.24139, -5.72603, 1.65068], [2.17666, -4.77768, -1.02549], [3.62921, -5.24663, -0.16860], [3.00350, -3.53905, 0.02340], [2.77622, 3.15925, 3.99614], [3.42066, 2.93415, 2.61423], [2.99386, 2.11131, 1.88447], [4.59328, 3.61262, 2.46901], [5.57434, 3.15557, 1.56543], [3.23781, 3.92916, 4.61445], [2.47626, 2.25944, 4.53322], [1.85778, 3.63168, 3.64774], [4.93684, 4.11632, 3.27421], [5.61689, 3.76545, 0.66302], [5.35700, 2.13706, 1.24368], [6.54171, 3.03464, 2.05294], [-4.86643, 2.21960, 1.02595], [-3.61576, 3.04133, 0.95483], [-2.53981, 2.55921, 0.64036], [-3.79780, 4.38238, 1.16611], [-2.82322, 5.33560, 0.73148], [-4.92077, 1.69306, 0.07311], [-5.78283, 2.77411, 1.22798], [-4.81148, 1.34613, 1.67568], [-4.73289, 4.64354, 1.44447], [-3.32848, 6.29042, 0.58605], [-2.29236, 5.01314, -0.16423], [-2.15634, 5.63672, 1.53938]]
}



# 4
{
  "formula": "C32H38IN4O7",
  "method": "ωB97M-V/def2-TZVPD",
  "e_lumo_ev": -3.975,
  "homo_lumo_gap_ha": 0.2844,
  "charge": 1,
  "largest_force_ha_per_bohr": 0.0318,
  "symbols": ["C", "C", "C", "C", "C", "C", "O", "C", "N", "C", "C", "C", "C", "C", "C", "C", "I", "H", "H", "H", "H", "H", "H", "H", "H", "H", "H", "H", "H", "H", "H", "H", "H", "H", "H", "H", "H", "H", "H", "H", "C", "C", "C", "C", "C", "C", "N", "O", "O", "H", "H", "H", "H", "H", "C", "C", "C", "C", "C", "C", "N", "O", "O", "H", "H", "H", "H", "H", "C", "C", "C", "C", "C", "C", "N", "O", "O", "H", "H", "H", "H", "H"],
  "coordinates": [[1.61378, -1.60360, -0.48648], [1.48453, -0.32798, 0.39997], [2.71661, -0.36936, 1.35838], [0.12264, -0.27762, 1.15373], [0.18321, 0.33938, 2.58271], [-0.98214, 0.43480, 0.34850], [-2.16726, -0.44049, 0.27868], [-2.57228, -0.69383, -0.96086], [-1.71900, -1.29713, -1.79710], [-2.02338, -1.62101, -3.06584], [-3.24011, -1.30025, -3.54452], [-4.17664, -0.67132, -2.72460], [-3.83685, -0.37283, -1.42798], [-4.79548, 0.27099, -0.44197], [-5.26686, -0.84937, 0.53160], [-5.94704, -0.30834, 1.78348], [-8.02818, 0.10353, 1.44730], [1.26387, -1.44723, -1.51816], [2.65999, -1.90806, -0.56561], [1.10006, -2.44306, 0.00175], [1.57948, 0.51607, -0.30033], [2.82524, 0.53893, 1.94780], [3.57757, -0.51390, 0.70338], [2.60535, -1.28131, 1.95276], [-0.20806, -1.31554, 1.28442], [0.95115, 1.10351, 2.70528], [-0.77108, 0.83339, 2.80635], [0.27828, -0.45888, 3.31853], [-1.30802, 1.36893, 0.81090], [-0.61246, 0.69954, -0.65067], [-0.80120, -1.55919, -1.43511], [-1.26730, -2.13375, -3.64653], [-3.45605, -1.55371, -4.57529], [-5.16875, -0.42519, -3.08660], [-4.30192, 1.09018, 0.08480], [-5.66713, 0.62606, -0.99884], [-5.89550, -1.52935, -0.05146], [-4.38776, -1.43309, 0.83462], [-5.92821, -1.10112, 2.53524], [-5.41846, 0.53289, 2.23343], [4.13651, 5.52329, 1.09767], [3.34085, 4.40122, 0.90487], [3.89966, 3.22905, 0.42164], [5.25420, 3.19509, 0.14081], [6.05790, 4.30605, 0.32114], [5.49201, 5.47650, 0.80225], [5.85559, 1.94632, -0.34905], [5.11872, 0.99029, -0.51568], [7.04882, 1.93815, -0.55460], [3.69882, 6.43636, 1.48032], [2.28417, 4.44053, 1.13478], [3.27971, 2.35664, 0.27222], [7.11382, 4.27104, 0.09485], [6.10944, 6.35186, 0.95039], [-0.16856, -4.77360, 7.89926], [0.37495, -3.53552, 8.21624], [0.93803, -2.75024, 7.22363], [0.94486, -3.21703, 5.92040], [0.41320, -4.45191, 5.59014], [-0.14564, -5.23268, 6.58858], [1.51955, -2.37731, 4.86317], [1.99649, -1.30873, 5.18573], [1.48263, -2.79280, 3.71748], [-0.61216, -5.38267, 8.67628], [0.35740, -3.18127, 9.23785], [1.36074, -1.78764, 7.47269], [0.42796, -4.80997, 4.57094], [-0.56664, -6.19872, 6.34521], [-2.08598, 0.97074, -5.69067], [-0.78190, 1.19385, -5.26791], [0.22269, 1.40416, -6.19899], [-0.09634, 1.39215, -7.54457], [-1.38877, 1.16503, -7.98122], [-2.38960, 0.95237, -7.04512], [0.96494, 1.63901, -8.53498], [2.09033, 1.81504, -8.11621], [0.64634, 1.65310, -9.70468], [-2.86858, 0.81470, -4.96181], [-0.54760, 1.20774, -4.21027], [1.23734, 1.57805, -5.87018], [-1.62494, 1.15384, -9.03561], [-3.40558, 0.77624, -7.37264]]
}



# 5
{
  "formula": "C10H10AuN6OS4",
  "method": "ωB97M-V/def2-TZVPD",
  "s_squared": 2.050,
  "e_lumo_ev": [-3.103, -6.395],
  "multiplicity": 3,
  "homo_lumo_gap_ha": [0.2931, 0.2045],
  "charge": 1,
  "largest_force_ha_per_bohr": 0.0041,
  "symbols": ["Au", "C", "C", "N", "N", "C", "S", "N", "N", "H", "H", "H", "H", "H", "H", "S", "C", "N", "C", "C", "C", "C", "C", "C", "S", "H", "H", "H", "H", "O", "S", "N"],
  "coordinates": [[-0.42348, 0.92339, 0.06697], [4.31984, -1.90401, 1.67758], [3.97399, -0.56147, 1.15903], [4.80187, 0.31536, 0.69304], [4.01185, 1.36524, 0.32729], [2.71858, 1.17165, 0.56407], [1.49329, 2.30801, 0.24639], [2.67918, -0.07057, 1.11159], [1.51805, -0.70793, 1.52993], [5.39485, -2.04034, 1.60033], [3.82188, -2.68247, 1.09854], [4.02705, -2.00936, 2.72284], [4.42026, 2.18370, -0.09490], [1.33841, -1.49262, 0.91223], [1.61720, -0.99340, 2.49679], [-2.29789, 2.14788, 1.90788], [-3.13828, 1.03606, 0.99855], [-2.49247, 0.29449, 0.07620], [-3.31952, -0.53625, -0.59199], [-2.95073, -1.42758, -1.62004], [-3.92926, -2.18913, -2.19041], [-5.27617, -2.09216, -1.76503], [-5.66159, -1.23310, -0.76231], [-4.67413, -0.44702, -0.17036], [-4.83559, 0.71067, 1.08767], [-1.91946, -1.48373, -1.93276], [-3.67689, -2.87728, -2.98509], [-6.02316, -2.71100, -2.24354], [-6.69319, -1.16839, -0.44641], [-0.36889, 0.52775, -3.25904], [0.57099, -0.39379, -2.64045], [0.63691, -0.49198, -1.15168]]
}



# 6
{
  "formula": "C5H7N",
  "method": "ωB97M-V/def2-TZVPD",
  "e_lumo_ev": 1.028,
  "smiles": "C=C1C=CNC1",
  "relative_energy_kj_mol": 156.2,
  "homo_lumo_gap_ha": 0.3129,
  "charge": 0,
  "largest_force_ha_per_bohr": 0.0157,
  "symbols": ["C", "C", "C", "N", "C", "C", "H", "H", "H", "H", "H", "H", "H"],
  "coordinates": [[-1.43738, -0.13582, 1.38874], [-0.66440, -0.13391, 0.29284], [0.29656, 1.01025, 0.15168], [1.42177, 0.42964, -0.56909], [0.93977, -0.72817, -1.17331], [-0.30040, -1.08393, -0.76331], [0.44561, 1.41316, 1.15908], [-2.36885, -0.66235, 1.52666], [-1.05742, 0.40217, 2.25407], [-0.18403, 1.81394, -0.42891], [2.03973, 1.02881, -1.09833], [1.61533, -1.29654, -1.80863], [-0.74629, -2.05724, -0.93148]]
}



# 7
{
  "formula": "C13H20AlINO8P2S",
  "method": "ωB97M-V/def2-TZVPD",
  "e_lumo_ev": 2.350,
  "homo_lumo_gap_ha": 0.2574,
  "charge": -1,
  "largest_force_ha_per_bohr": 0.0766,
  "symbols": ["C", "C", "C", "Al", "O", "C", "P", "O", "I", "C", "C", "C", "C", "C", "N", "C", "P", "O", "O", "O", "H", "H", "H", "H", "H", "H", "H", "H", "H", "H", "H", "H", "O", "S", "O", "O", "C", "C", "C", "H", "H", "H", "H", "H", "H", "H", "H"],
  "coordinates": [[-3.45931, -1.59848, 3.59766], [-2.72413, -0.64200, 3.68323], [-1.79408, 0.50425, 3.60438], [-1.53622, 0.96090, 1.63449], [0.16959, 0.95481, 0.97309], [-0.01813, 1.60578, -0.26841], [-0.97105, 0.32948, -1.33476], [0.01321, -0.98832, -1.14888], [-0.71151, 0.94758, -3.72491], [-0.75573, 2.96076, 0.06396], [0.17372, 3.90361, 0.86743], [-0.40019, 4.73977, 1.81941], [0.52472, 5.51263, 2.52094], [1.86226, 5.41189, 2.23598], [2.45821, 4.66882, 1.31125], [1.53768, 3.94383, 0.67413], [-1.80494, 3.67684, -1.33256], [-3.40862, 3.64277, -0.91516], [-1.35617, 5.25724, -1.63218], [-1.77453, 2.66660, 1.05129], [-4.03488, -2.37766, 3.14989], [-2.21470, 1.32973, 4.19813], [-0.85295, 0.17756, 4.07353], [-2.63382, 0.03423, 0.92560], [0.91610, 1.68914, -0.85114], [0.24443, -1.14115, -0.21968], [-1.45678, 4.79602, 2.04718], [0.18306, 6.19039, 3.29988], [2.53826, 6.02248, 2.84675], [1.92831, 3.28581, -0.10594], [-3.73497, 2.73840, -0.97862], [-2.17903, 5.77076, -1.64727], [1.98439, -3.28977, -1.12355], [1.08737, -4.15153, -1.82875], [0.03482, -4.84468, -1.15256], [1.95253, -5.21873, -2.66048], [2.93906, -5.97899, -1.95245], [2.32013, -7.11815, -1.16426], [0.41327, -3.29347, -3.20866], [3.53134, -5.32724, -1.30671], [3.61272, -6.38340, -2.70794], [1.71581, -6.74138, -0.33927], [3.09800, -7.76161, -0.74972], [1.66516, -7.71491, -1.80006], [1.22224, -2.81801, -3.75693], [-0.27171, -2.54329, -2.82304], [-0.11933, -4.00475, -3.83623]]
}



# 8
{
  "formula": "C3H7N5",
  "method": "ωB97M-V/def2-TZVPD",
  "e_lumo_ev": 0.637,
  "smiles": "[H]/N=c1/[nH]nc(CN)[nH]1",
  "relative_energy_kj_mol": 264.8,
  "homo_lumo_gap_ha": 0.3257,
  "charge": 0,
  "largest_force_ha_per_bohr": 0.1181,
  "symbols": ["C", "C", "C", "H", "H", "H", "H", "H", "H", "H", "N", "N", "N", "N", "N"],
  "coordinates": [[-0.85767, 0.29165, -1.52283], [0.03362, -0.36949, -0.51437], [1.14771, -0.19023, 1.36392], [-2.12298, 0.94915, -0.03360], [-2.47028, -0.42980, -0.97877], [-0.79296, -0.20542, -2.60410], [-0.42088, 1.23868, -1.75314], [1.57709, -2.31384, 1.08528], [1.84880, 1.02318, 2.60029], [0.72828, 1.65401, -0.14974], [-2.23746, 0.59324, -1.10756], [0.31126, -1.50538, -0.14672], [0.95222, -1.44495, 0.96811], [1.63780, 0.05551, 2.49201], [0.66547, 0.65369, 0.30124]]
}